C5H8O2 | ωB97M-V/def2-TZVPD

```
15
Properties=species:S:1:pos:R:3:lowdin_charge:R:1
C -0.111 -1.109 -0.606 -0.08
C 0.072 -1.124 0.710 -0.08
C 1.194 -0.181 1.061 -0.21
O 1.454 0.535 -0.135 -0.14
C 0.843 -0.130 -1.234 -0.20
H -0.823 -1.699 -1.173 0.11
H -0.459 -1.727 1.439 0.11
H 0.940 0.537 1.854 0.11
H 2.088 -0.734 1.392 0.12
H 0.333 0.615 -1.857 0.11
H 1.602 -0.640 -1.850 0.12
C -1.771 1.414 0.098 -0.15
O -1.879 1.694 -1.070 -0.01
H -2.538 0.818 0.632 0.09
H -0.905 1.740 0.705 0.08
```

Values from the calculation:
Charge: 0
Relative energy (zero: lowest compared OMol25 entry of this formula, charge and spin) (kJ/mol): 212.90
Orbital gap (eV): 10.24
E (eV): -9407.6257
Structure (SMILES): C1=CCOC1.C=O